(1)
Formula: C22H54BrNO4Si4
Source: the Open Molecules 2025 dataset
Level of theory: ωB97M-V/def2-TZVPD

Structure (ORCA input):
```
! RIJCOSX wB97M-V def2-TZVPD def2/J DEFGRID3
* xyz 0 1
C 8.15741 -4.68250 0.38905
C 7.25622 -4.54925 -0.83891
O 6.52855 -5.75312 -1.09271
C 6.27830 -3.38492 -0.74230
C 5.18384 -3.60325 0.31645
C 4.98620 -2.39479 1.27748
C 3.48141 -2.47645 1.53237
O 2.88455 -2.33274 2.57986
N 2.97564 -2.84079 0.29137
C 3.76811 -3.96908 -0.21895
C 3.35484 -5.31282 0.38070
C 2.32978 -6.06480 -0.45528
C 2.95889 -6.66837 -1.71230
Br 1.65776 -7.55262 0.65234
H 7.68891 -5.32315 1.13649
H 9.10761 -5.12814 0.11604
H 8.31400 -3.71165 0.84963
H 7.88250 -4.39508 -1.71726
H 6.63778 -6.34786 -0.35500
H 6.83619 -2.48332 -0.49302
H 5.84836 -3.22916 -1.73072
H 5.57453 -4.36953 0.97963
H 5.47206 -2.60208 2.22761
H 5.30151 -1.44064 0.87566
H 1.97273 -2.88606 0.17511
H 3.68420 -3.90494 -1.29922
H 4.20957 -5.97076 0.51502
H 2.95137 -5.13808 1.37809
H 1.47525 -5.44552 -0.70768
H 3.70670 -5.99951 -2.12545
H 3.40189 -7.62678 -1.46464
H 2.18250 -6.86810 -2.44610
C -3.06501 -1.15896 2.10507
Si -2.04770 -0.89241 0.55892
C -2.08391 0.92518 0.11543
C -0.28598 -1.39828 0.90084
O -2.64691 -1.79211 -0.68404
Si -4.02803 -1.97717 -1.56303
C -3.77519 -3.30760 -2.84519
C -4.46290 -0.37481 -2.42583
C -5.44453 -2.47068 -0.44529
H -4.08132 -0.77940 1.98058
H -2.61202 -0.63930 2.95170
H -3.12865 -2.22068 2.35189
H -1.56015 1.10622 -0.82569
H -1.60009 1.51468 0.89743
H -3.10974 1.28433 0.00889
H 0.34254 -1.23455 0.02139
H -0.22666 -2.45316 1.17898
H 0.12341 -0.80877 1.72257
H -2.96440 -3.04933 -3.52910
H -4.68694 -3.43509 -3.43181
H -3.53432 -4.26492 -2.37910
H -4.71514 0.40707 -1.70656
H -5.32415 -0.51937 -3.08122
H -3.62875 -0.01893 -3.03412
H -5.69048 -1.67238 0.25787
H -5.19384 -3.36324 0.13159
H -6.33707 -2.68629 -1.03597
C -1.86490 4.61287 -0.86549
Si -1.49775 5.50901 0.73465
C -2.45484 4.69379 2.12115
C 0.32585 5.36734 1.09859
O -1.91860 7.09659 0.60963
Si -3.23885 8.03852 0.32374
C -2.74498 9.83588 0.37733
C -4.54791 7.72805 1.62409
C -3.95372 7.65431 -1.36226
H -2.93895 4.58103 -1.06110
H -1.50015 3.58600 -0.81589
H -1.38063 5.10954 -1.70913
H -2.32204 5.23573 3.05980
H -2.10950 3.66820 2.26685
H -3.52329 4.65965 1.89814
H 0.57966 5.86226 2.03801
H 0.92461 5.81843 0.30509
H 0.60575 4.31544 1.18335
H -2.33609 10.10481 1.35307
H -3.61644 10.46572 0.18842
H -1.99180 10.06147 -0.37992
H -4.93612 6.70949 1.56064
H -5.38518 8.41609 1.49052
H -4.14408 7.87473 2.62793
H -4.34763 6.63671 -1.40238
H -3.19359 7.75294 -2.13997
H -4.77002 8.34122 -1.59445
*
```

Summary:
**SMILES**: C[C@@H](O)C[C@H]1CC(=O)N[C@@H]1C[C@@H](C)Br.C[Si](C)(C)O[Si](C)(C)C.C[Si](C)(C)O[Si](C)(C)C
**E_tot**: -4958.6951 Ha

=====

(2)
Formula: C22H54O13P4Si
Source: the Open Molecules 2025 dataset
Level of theory: ωB97M-V/def2-TZVPD

Structure (ORCA input):
```
! RIJCOSX wB97M-V def2-TZVPD def2/J DEFGRID3
* xyz 0 1
C -4.19843 5.10991 0.55033
C -3.94997 4.32670 1.97257
O -4.85461 3.42546 2.36426
O -2.77145 4.62026 2.83160
C -1.62931 3.83135 2.34003
C -1.22971 2.55497 3.28817
C -1.55947 1.07851 2.60922
C -0.21458 0.49517 1.80396
C -0.18346 1.27177 0.36080
C 0.94715 0.73314 -0.69678
Si 0.34751 1.13082 -2.52482
C -0.05757 3.01417 -2.56689
C 1.83574 0.86524 -3.77937
P -1.26602 -0.18541 -3.22175
P -3.13248 0.10372 -2.13417
O -4.31885 -0.55394 -3.00597
O -3.09736 -0.83839 -0.63400
O -3.53576 1.75977 -1.77783
H -3.30107 4.80753 -0.17549
H -4.19881 6.27730 0.65956
H -5.23086 4.76349 0.10954
H -1.84806 3.55588 1.21346
H -0.69880 4.57310 2.31981
H -0.05034 2.56378 3.45614
H -1.70377 2.60698 4.36009
H -2.38934 1.21221 1.77672
H -1.91189 0.31890 3.44035
H 0.76888 0.59981 2.43767
H -0.44931 -0.64723 1.56288
H -1.24635 1.09827 -0.15369
H -0.08773 2.45013 0.46867
H 1.93305 1.37380 -0.49726
H 1.26235 -0.38621 -0.56471
H 0.94201 3.59691 -2.27335
H -0.87122 3.36899 -1.80338
H -0.29763 3.31069 -3.68654
H 2.88330 1.01756 -3.28046
H 1.68130 -0.23172 -4.22388
H 1.61083 1.59839 -4.67498
H -0.80382 -1.53647 -2.91176
H -4.05615 -1.04336 -0.36048
H -3.05325 2.05738 -0.94769
C 2.57983 -6.09169 -8.51131
C 1.40178 -6.11980 -7.55874
O 1.08927 -4.82175 -7.08664
P 0.37710 -3.74667 -8.12731
O -0.96201 -4.51904 -8.21548
O -0.12815 -2.65620 -6.97853
C -1.50233 -2.35079 -6.81351
C -2.10996 -3.22124 -5.72472
O 1.87326 -2.88372 -8.02881
C 2.48573 -2.55006 -9.26379
C 1.52617 -1.90073 -10.24270
H 2.29652 -5.61780 -9.45562
H 2.92532 -7.10516 -8.73354
H 3.41131 -5.51655 -8.09124
H 0.52916 -6.57756 -8.03269
H 1.65821 -6.72742 -6.68538
H -2.04647 -2.44087 -7.75801
H -1.57142 -1.29975 -6.51013
H -1.96035 -4.28617 -5.92128
H -3.18318 -3.03225 -5.63198
H -1.63438 -3.01177 -4.76033
H 2.93339 -3.44569 -9.70101
H 3.30028 -1.85413 -9.04060
H 0.76267 -2.61035 -10.57505
H 2.06320 -1.54672 -11.12829
H 1.00693 -1.05617 -9.77939
C 4.37381 -0.17975 8.53629
C 3.89905 1.16091 8.01356
O 2.60891 1.06244 7.43797
P 1.30478 0.85477 8.43902
O 1.40025 2.26517 9.07084
O 0.13130 1.24303 7.32712
C -0.74818 2.33360 7.54168
C -0.21194 3.58569 6.86562
O 1.19811 -0.72105 7.73310
C 1.14136 -1.81035 8.63965
C 0.11031 -1.61447 9.73473
H 3.80087 -0.46924 9.42200
H 5.42966 -0.13639 8.81763
H 4.23770 -0.96489 7.78553
H 3.91045 1.91374 8.80650
H 4.57815 1.50235 7.22619
H -0.93167 2.49333 8.60803
H -1.71308 2.07109 7.09272
H 0.80370 3.82397 7.19240
H -0.85531 4.44478 7.07576
H -0.16534 3.44207 5.78058
H 2.13184 -1.97722 9.06957
H 0.88481 -2.70027 8.05668
H 0.39917 -0.80064 10.40646
H 0.01024 -2.52468 10.33431
H -0.86555 -1.35730 9.31153
*
```

Summary:
**SMILES**: CC(=O)OCCCCCC[Si](C)(C)PP(=O)(O)O.CCOP(=O)(OCC)OCC.CCOP(=O)(OCC)OCC
**E_tot**: -3503.4589 Ha

=====

(3)
Formula: C22H54O2
Source: the Open Molecules 2025 dataset
Level of theory: ωB97M-V/def2-TZVPD

Structure (ORCA input):
```
! RIJCOSX wB97M-V def2-TZVPD def2/J DEFGRID3
* xyz 0 1
C 1.49304 1.17514 5.02518
C 2.39004 0.07914 5.57018
C 2.61204 -1.12986 4.68018
C 3.58704 -2.13886 5.14718
C 3.79804 -3.35186 4.20918
C 4.60004 -4.55486 4.87018
H 1.82204 1.57414 4.00118
H 1.53704 1.98814 5.68118
H 0.55204 0.55314 5.02618
H 2.16204 -0.14386 6.54318
H 3.21504 0.62314 5.66018
H 2.90004 -0.94986 3.67218
H 1.76304 -1.65486 4.59018
H 3.18204 -2.58786 5.96518
H 4.48104 -1.41286 5.52518
H 4.39204 -2.92086 3.34818
H 2.84804 -3.64886 3.66718
H 4.11504 -4.87386 5.85918
H 5.50904 -3.99886 5.08918
H 4.95904 -5.45186 4.11018
C 1.44704 4.07314 -2.60382
C 1.08504 2.64914 -2.84282
C 1.83004 1.61314 -1.91982
C 1.33304 1.63314 -0.44182
C 2.26504 0.83614 0.51018
C 3.42204 1.68814 1.01118
H 0.97404 4.79614 -3.44782
H 2.52304 4.02714 -2.87282
H 1.44504 4.50614 -1.55682
H 1.15504 2.51214 -3.86682
H -0.02896 2.34614 -2.54782
H 2.85504 1.93914 -2.15082
H 1.59104 0.65514 -2.22182
H 0.32904 1.35314 -0.38582
H 1.30104 2.75914 -0.06582
H 2.55404 -0.02886 0.21318
H 1.70404 0.73214 1.38318
H 4.13204 0.96714 1.60118
H 2.97304 2.54514 1.65918
H 4.07804 1.88914 0.37918
C -2.02296 1.15314 -4.87682
C -3.21096 1.31214 -3.88282
C -4.51196 1.50214 -4.52682
C -5.71196 1.62914 -3.64582
C -7.11196 1.96414 -4.33582
C -8.16196 2.09414 -3.30482
H -2.06196 1.94814 -5.57982
H -2.09696 0.33914 -5.51182
H -1.14296 1.26914 -4.20582
H -2.88296 2.12914 -3.15682
H -3.38396 0.42214 -3.12282
H -4.69896 0.67114 -5.09182
H -4.61096 2.43914 -5.36882
H -5.60996 2.46214 -3.01782
H -5.78096 0.70714 -3.16682
H -7.47496 1.10814 -4.81882
H -7.07696 2.75914 -5.14482
H -8.06996 3.01614 -2.64882
H -8.17196 1.34914 -2.48382
H -9.18696 2.00614 -3.79682
C -2.88696 -0.85886 -0.05482
C -1.65296 -1.52686 0.22318
O -1.31896 -1.26386 1.63718
H -3.33196 -1.16286 -1.06882
H -2.91496 0.24814 -0.04182
H -3.90196 -1.01986 0.51318
H -0.82496 -1.39886 -0.49782
H -1.74296 -2.67186 -0.04882
H -0.55196 -1.76886 1.97818
C 2.92104 -3.34386 0.95118
C 2.32004 -3.58586 -0.42282
O 0.99504 -4.01086 -0.21782
H 2.86104 -4.04286 1.73718
H 2.35204 -2.45286 1.28118
H 3.88304 -3.00286 0.79118
H 3.00304 -4.23386 -1.07382
H 2.28404 -2.77086 -1.00982
H 0.60504 -4.07886 -1.06082
*
```

Summary:
**SMILES**: CCCCCC.CCCCCC.CCCCCC.CCO.CCO
**E_tot**: -1020.7663 Ha
**ΔE to the lowest compared entry with this formula, charge and spin**: 0.0 kcal/mol

=====

(4)
Formula: C22H54O20Tl
Source: the Open Molecules 2025 dataset
Level of theory: ωB97M-V/def2-TZVPD

Structure (ORCA input):
```
! RIJCOSX wB97M-V def2-TZVPD def2/J DEFGRID3
* xyz 1 1
Tl 15.54121 -5.71490 -17.81395
C 9.00250 -3.05525 -17.81880
C 10.19206 -3.90326 -17.97444
C 10.06029 -5.17113 -18.94522
O 10.98379 -6.00812 -18.95303
C 8.88986 -5.24770 -19.86078
C 7.89089 -4.34074 -19.70446
C 7.95537 -3.21306 -18.66605
O 6.98490 -2.37406 -18.40611
O 6.90970 -4.60180 -20.44704
O 11.30883 -3.75362 -17.46811
H 9.03886 -2.22980 -17.12329
H 8.76577 -6.03716 -20.58726
C 3.57838 -5.19910 -16.55865
O 3.94297 -4.03174 -15.80998
H 2.67129 -5.60863 -16.11414
H 3.31187 -4.97119 -17.59070
H 4.37516 -5.94091 -16.50424
H 4.61834 -3.52750 -16.26957
C 12.31322 0.68839 -14.78699
O 12.53200 -0.58396 -14.30559
H 13.11977 1.14441 -15.36111
H 11.45535 0.70668 -15.45918
H 11.97222 1.41567 -14.05018
H 12.38533 -1.13886 -15.07512
C 10.40217 -11.35008 -19.99852
O 11.63434 -11.99561 -20.04997
H 10.19838 -10.95755 -20.99476
H 9.60314 -12.05779 -19.77763
H 10.39178 -10.50061 -19.31558
H 11.52319 -12.68101 -20.71290
C 11.01044 -7.54419 -24.64507
O 11.52912 -6.41309 -23.98217
H 11.77538 -8.03271 -25.24864
H 10.55029 -8.15560 -23.86883
H 10.15032 -7.42395 -25.30374
H 10.87210 -6.00599 -23.41279
C 16.47619 -10.62476 -15.64307
C 14.99127 -10.86002 -16.15031
O 14.65860 -9.97816 -17.23683
O 16.82670 -9.22508 -15.60428
H 17.21215 -11.09965 -16.29188
H 16.57890 -10.98184 -14.61835
H 14.34461 -10.72534 -15.28326
H 14.82224 -11.91671 -16.35750
H 14.10783 -10.47517 -17.84615
H 17.71066 -9.13193 -15.24160
C 15.14257 -5.92048 -12.48624
C 13.65243 -5.95167 -12.79541
O 13.38860 -6.52727 -14.10813
O 15.86507 -5.25686 -13.50497
H 15.48656 -6.93806 -12.30107
H 15.21711 -5.36964 -11.54863
H 13.26406 -4.93324 -12.78766
H 13.03920 -6.57989 -12.14935
H 12.47139 -6.80819 -14.07047
H 16.72023 -5.06047 -13.11543
C 3.99811 2.21245 -15.55301
C 5.38632 2.67393 -14.98820
O 6.44950 2.51092 -15.90096
O 3.62166 2.98779 -16.69647
H 3.21955 2.32420 -14.79840
H 3.88833 1.15704 -15.80234
H 5.59138 2.12049 -14.07183
H 5.35262 3.74016 -14.76431
H 7.27934 2.59340 -15.42539
H 2.68697 3.19053 -16.61363
C 2.07037 -1.11300 -20.78264
C 2.63995 -1.16103 -22.20231
O 4.05921 -1.03096 -22.21447
O 2.24667 0.22085 -20.36656
H 2.48525 -1.81400 -20.05837
H 0.98715 -1.20954 -20.85628
H 2.18588 -0.42040 -22.86064
H 2.38358 -2.12831 -22.63445
H 4.38294 -1.92274 -22.06776
H 1.49028 0.75783 -20.61378
C 15.48248 -8.93037 -22.11948
C 17.02278 -9.10416 -21.81548
O 17.35861 -8.87064 -20.49672
O 15.14947 -7.59732 -21.87265
H 15.00523 -9.72179 -21.54155
H 15.30607 -9.10789 -23.18036
H 17.56374 -8.37204 -22.41502
H 17.42665 -10.07185 -22.11308
H 18.07089 -9.49380 -20.33570
H 14.36739 -7.34327 -22.36804
C 4.65141 -9.37920 -21.75160
C 5.73441 -9.41515 -22.87276
O 5.91594 -8.10606 -23.51840
O 5.25114 -9.06100 -20.50729
H 4.04715 -10.28626 -21.76605
H 3.98243 -8.54314 -21.95541
H 5.43556 -10.11704 -23.65131
H 6.69345 -9.64557 -22.40882
H 6.20960 -7.51194 -22.82387
H 5.40631 -8.12106 -20.38895
*
```

Summary:
**E_tot**: -2547.2094 Ha